(1)
{
  "formula": "C38H45N5O2P2Sn",
  "method": "ωB97M-V with the def2-TZVPD basis set",
  "elements": ["Sn", "C", "P", "C", "C", "C", "C", "C", "C", "C", "C", "C", "C", "C", "C", "C", "C", "C", "C", "C", "P", "C", "C", "C", "C", "C", "C", "C", "C", "C", "C", "C", "C", "N", "H", "H", "H", "H", "H", "H", "H", "H", "H", "H", "H", "H", "H", "H", "H", "H", "H", "H", "H", "H", "H", "H", "H", "H", "H", "H", "N", "C", "C", "C", "C", "N", "H", "H", "H", "H", "H", "H", "H", "H", "H", "H", "H", "H", "C", "C", "N", "O", "C", "C", "N", "O", "H", "H", "H", "H", "H", "H", "H"],
  "positions_angstrom": [[0.23355, 0.08408, -0.06888], [-0.58824, -3.12862, -1.41023], [0.93118, -2.47297, -0.66640], [2.28259, -2.78353, -1.84134], [3.49473, -2.10142, -1.69816], [4.55689, -2.37407, -2.54608], [4.42216, -3.33039, -3.54276], [3.22937, -4.02088, -3.68290], [2.16377, -3.75540, -2.83571], [1.26320, -3.51060, 0.77204], [0.31256, -3.54728, 1.79367], [0.53667, -4.31978, 2.92081], [1.71074, -5.05466, 3.03393], [2.65657, -5.01587, 2.02148], [2.44264, -4.23699, 0.89284], [-1.75125, -2.21576, -1.15832], [-3.07784, -2.46106, -1.40983], [-3.77049, -1.24096, -1.21728], [-2.83648, -0.31196, -0.83408], [-2.97329, 1.15024, -0.54698], [-1.47321, 1.85815, -1.26380], [-1.70281, 1.77098, -3.04491], [-2.56975, 2.65828, -3.68261], [-2.75123, 2.56977, -5.05282], [-2.07271, 1.60623, -5.78742], [-1.21451, 0.71787, -5.15582], [-1.03076, 0.80051, -3.78503], [-1.45279, 3.61360, -0.80975], [-1.93613, 4.04185, 0.42928], [-1.77649, 5.36198, 0.82504], [-1.10642, 6.25889, 0.00476], [-0.61396, 5.84001, -1.22351], [-0.78807, 4.52701, -1.63130], [-1.58186, -0.89959, -0.78760], [-0.77938, -4.13896, -1.04715], [-0.40457, -3.19225, -2.48610], [3.61763, -1.40380, -0.88370], [5.49363, -1.84855, -2.42234], [5.25241, -3.54937, -4.19951], [3.12662, -4.77586, -4.44915], [1.25168, -4.32624, -2.94643], [-0.61412, -2.99239, 1.69552], [-0.20336, -4.35444, 3.70945], [1.88176, -5.66553, 3.90924], [3.56220, -5.60047, 2.10288], [3.18616, -4.21372, 0.10776], [-3.49755, -3.40369, -1.71786], [-4.82518, -1.06477, -1.34721], [-2.98720, 1.38376, 0.52129], [-3.86538, 1.58112, -1.00299], [-3.09875, 3.41458, -3.11605], [-3.42140, 3.25715, -5.54976], [-2.21673, 1.54743, -6.85731], [-0.69057, -0.03264, -5.73106], [-0.38102, 0.09118, -3.28362], [-2.45936, 3.35725, 1.08534], [-2.18223, 5.69094, 1.77154], [-0.97021, 7.28373, 0.32163], [-0.09397, 6.53674, -1.86558], [-0.42384, 4.21728, -2.60355], [0.22867, 2.09633, 0.86345], [1.50835, 2.66863, 1.38553], [2.15238, 3.53704, 0.32084], [2.96366, 2.74160, -0.68796], [2.09585, 2.15670, -1.78261], [1.80891, 0.72556, -1.51414], [-0.34044, 2.86526, 0.51059], [-0.28998, 1.70609, 1.64321], [2.16162, 1.84382, 1.67540], [1.30982, 3.26137, 2.28101], [2.79791, 4.26801, 0.80812], [1.37718, 4.11667, -0.19188], [3.51927, 1.94293, -0.18648], [3.71357, 3.39268, -1.13755], [2.58716, 2.23791, -2.75305], [1.14838, 2.69306, -1.85400], [2.66477, 0.26515, -1.20444], [1.54682, 0.27301, -2.39005], [-0.80344, -0.41746, 4.28624], [-0.18564, -0.42103, 2.92755], [-0.84066, -0.35472, 1.82482], [-2.20987, -0.23598, 1.92636], [1.24728, -0.56019, 2.74944], [2.20036, -0.83870, 3.86472], [1.62385, -0.44306, 1.52430], [2.81438, -0.62807, 1.08733], [-1.72868, 0.15237, 4.29352], [-0.11245, -0.02434, 5.02683], [-1.05214, -1.44322, 4.57111], [-2.53319, -0.50722, 1.04810], [1.83579, -1.64216, 4.50472], [2.35282, 0.04815, 4.48410], [3.15863, -1.13150, 3.44198]],
  "total_charge": 2,
  "orbital_gap_ev": 7.276,
  "total_energy_ha": -2795.71366,
  "homo_ev": -13.00,
  "lumo_energy_ev": -5.726
}

***

(2)
{
  "formula": "C5H8BrN2",
  "method": "ωB97M-V with the def2-TZVPD basis set",
  "elements": ["C", "C", "C", "C", "C", "N", "N", "Br", "H", "H", "H", "H", "H", "H", "H", "H"],
  "positions_angstrom": [[-0.01132, -1.26906, 0.05119], [0.93762, 0.82801, 1.47182], [1.06272, -1.45985, 1.06315], [0.18372, 1.21623, 0.24974], [-1.07367, 0.22707, -1.64509], [1.32624, -0.33687, 1.78182], [-0.75232, 0.02116, -0.18982], [2.00112, -3.06380, 1.44901], [-0.45921, -2.05687, -0.45035], [1.39354, 1.65263, 2.16157], [-0.60000, 2.04060, 0.44326], [0.91586, 1.53456, -0.56089], [-0.03958, 0.26898, -2.25815], [-1.68082, -0.60359, -1.99530], [-1.58924, 1.15074, -1.93045], [-1.61466, -0.14994, 0.35848]],
  "total_charge": 1,
  "orbital_gap_ev": 8.568,
  "total_energy_ha": -2878.47825,
  "homo_ev": -13.37,
  "lumo_energy_ev": -4.806
}